Entry from OMol25: a structure of composition C4H6Br6Cl4 (wB97M-V/def2-TZVPD).

Computed properties:
Spin multiplicity: 1
Molecular weight in g mol⁻¹: 675.3
DFT total energy in hartree: -17440.832850
Max |F| in Eh/bohr: 0.0130
HOMO level in Ha: -0.380
Charge: 0
ΔE to the lowest compared entry with this formula, charge and spin in kJ/mol: 0.0

XYZ file:
```
20
Properties=species:S:1:pos:R:3:forces:R:3:mulliken_charge:R:1
C 4.3560 -1.6325 2.6733 -0.15 -0.28 0.16 0.07
Cl 4.9702 -0.0307 2.3724 0.24 0.60 -0.18 -0.13
Cl 4.9565 -2.8250 1.5150 -0.01 -0.04 -0.01 -0.16
H 4.6689 -1.9178 3.6681 0.01 -0.17 0.03 0.29
H 3.2797 -1.5898 2.5962 -0.13 -0.11 -0.02 -0.10
C -3.4550 -1.5455 -1.8551 -0.04 0.30 0.01 -0.14
Cl -2.5008 -1.8866 -3.2908 0.18 -0.07 -0.17 -0.16
Cl -3.5635 0.1979 -1.5363 -0.14 -0.18 -0.06 -0.07
H -4.4517 -1.9240 -2.0221 -0.13 -0.04 0.06 0.31
H -2.9765 -2.0090 -1.0044 0.03 -0.08 0.05 0.06
C 0.0522 -0.1621 1.5878 -0.05 -0.02 0.15 -0.30
Br -1.6557 -0.9996 1.3594 -0.09 -0.05 0.10 0.03
Br 1.3418 -0.8515 0.3587 0.19 -0.09 -0.15 0.00
Br 0.6612 -0.2991 3.4076 0.02 0.01 0.05 -0.06
H -0.0770 0.8853 1.3708 -0.01 0.14 0.00 0.32
C -1.0734 3.4197 -2.1930 0.22 -0.01 0.11 -0.34
Br -0.3036 1.8820 -1.3383 0.05 -0.15 0.09 0.07
Br -2.9184 3.6791 -1.7905 -0.27 0.02 0.17 -0.02
Br -0.7752 3.3413 -4.0714 0.05 0.04 -0.41 -0.01
H -0.5356 4.2679 -1.8072 0.03 0.18 0.01 0.33
```
Positions in Å, forces in eV/Å.